Run i
3 unconnected molecules or ions with the total composition C2H12N2O2, computed with the ωB97M-V functional and the def2-TZVPD basis.

XYZ file:
```
18
C2H12N2O2 the ωB97M-V functional and the def2-TZVPD basis
N 1.6408 0.7695 1.5453
C 2.4929 0.1406 0.6292
C 2.4308 -1.4380 0.6021
N 1.0416 -1.8846 0.2790
H 2.0347 1.2769 2.3856
H 0.7140 0.9463 1.1629
H 3.5614 0.6273 0.6289
H 2.0517 0.1381 -0.3865
H 3.0082 -1.5555 -0.3525
H 2.9385 -1.9421 1.4523
H 0.7701 -2.9089 0.5175
H 0.2599 -1.3508 0.5937
O -1.3945 1.2590 -0.3658
H -0.9869 1.4072 -1.2401
H -0.7772 0.8426 0.2777
O -6.8209 1.5600 -2.4487
H -6.4229 0.8386 -1.8872
H -6.5423 1.2736 -3.3932
```

Output
E_HOMO (eV): -8.89
Structure (SMILES): NCCN.O.O
Orbital gap (eV): 9.607
2S+1: 1

Run ii
3 unconnected molecules or ions with the total composition C2H12N2O2, computed with the ωB97M-V functional and the def2-TZVPD basis.

XYZ file:
```
18
C2H12N2O2 the ωB97M-V functional and the def2-TZVPD basis
C -0.6402 0.4502 2.2201
N 0.4365 0.0922 1.2695
C 0.3548 0.8606 0.0096
N -0.1508 0.2071 -1.1752
H -0.7156 1.5214 2.3960
H -1.5482 0.0942 1.7333
H -0.4840 -0.1099 3.1382
H 1.3413 0.2418 1.6991
H 1.3840 1.2011 -0.1236
H -0.2723 1.7270 0.2222
H 0.5411 -0.2380 -1.7633
H -0.8033 -0.5117 -0.8661
O -3.2787 0.3866 -2.1093
H -3.2515 -0.5556 -2.1595
H -2.4079 0.6969 -2.3958
O 3.5141 -1.9967 -0.8020
H 3.0016 -1.2693 -0.4338
H 2.9793 -2.7978 -0.8595
```

Output
E_HOMO (eV): -9.36
Structure (SMILES): CNCN.O.O
Orbital gap (eV): 10.065
2S+1: 1

The structures above, arranged from the most stable to the least stable: run ii, run i.